{
  "formula": "C23H29N3S5Se2TaTe2",
  "method": "ωB97M-V/def2-TZVPD",
  "symbols": ["Ta", "C", "N", "C", "C", "C", "C", "C", "C", "C", "N", "C", "C", "C", "C", "C", "C", "N", "C", "C", "H", "H", "H", "H", "H", "H", "H", "H", "H", "H", "H", "H", "H", "H", "H", "H", "H", "H", "H", "H", "Se", "Te", "Te", "Se", "S", "C", "S", "C", "C", "S", "S", "S", "C", "C", "C", "C", "H", "H", "H", "H", "H", "H", "H", "H", "H"],
  "xyz": [[0.994, 0.433, 0.553], [0.957, -1.158, 3.955], [0.073, -1.407, 2.811], [-0.100, -2.852, 2.640], [-1.210, -0.771, 2.947], [-1.877, -0.778, 4.163], [-3.029, -0.035, 4.355], [-3.475, 0.771, 3.321], [-2.826, 0.762, 2.099], [-1.738, -0.085, 1.842], [-1.057, -0.160, 0.600], [-1.812, -0.203, -0.599], [-3.160, 0.134, -0.767], [-3.771, 0.145, -2.018], [-3.066, -0.186, -3.154], [-1.756, -0.625, -3.007], [-1.154, -0.666, -1.762], [0.104, -1.315, -1.549], [0.943, -1.460, -2.733], [-0.206, -2.667, -1.057], [1.957, -1.504, 3.694], [0.629, -1.695, 4.854], [0.998, -0.089, 4.158], [-0.551, -3.294, 3.539], [0.867, -3.320, 2.462], [-0.753, -3.054, 1.795], [-1.460, -1.343, 4.987], [-3.529, -0.037, 5.315], [-4.307, 1.447, 3.471], [-3.104, 1.497, 1.363], [-3.781, 0.377, 0.072], [-4.811, 0.439, -2.083], [-3.522, -0.136, -4.134], [-1.204, -0.960, -3.873], [1.094, -0.502, -3.222], [1.913, -1.843, -2.419], [0.506, -2.170, -3.448], [-0.770, -3.217, -1.821], [-0.808, -2.594, -0.157], [0.717, -3.193, -0.826], [3.099, 0.882, 2.102], [3.630, 3.237, 1.551], [1.247, 4.304, 2.446], [-0.026, 2.165, 2.454], [7.489, -2.583, -1.709], [6.038, -1.962, -1.235], [4.990, -2.734, -0.100], [3.677, -1.589, -0.178], [3.855, -0.544, -0.999], [2.650, 0.691, -1.239], [5.368, -0.501, -1.864], [2.251, -1.793, 0.789], [1.388, 3.483, -2.630], [0.369, 2.406, -2.256], [-1.022, 2.837, -2.715], [0.372, 2.149, -0.735], [1.403, 3.657, -3.710], [2.392, 3.210, -2.309], [1.124, 4.423, -2.137], [0.627, 1.492, -2.801], [-1.307, 3.772, -2.223], [-1.774, 2.085, -2.469], [-1.045, 3.003, -3.797], [-0.647, 2.275, -0.353], [0.940, 2.954, -0.247]],
  "mulliken_charge": [-0.3402, -1.3151, 1.6138, -1.3903, 0.1540, -0.5466, -0.8170, -1.2776, -0.6016, -0.5563, 2.2770, 0.2419, -1.9976, -0.8423, -1.1649, 0.1538, 0.3538, 1.1399, -1.6077, -1.3114, 0.3004, 0.4138, 0.3461, 0.4027, 0.4967, 0.2806, 0.3213, 0.3903, 0.3708, 0.5997, 0.7102, 0.3859, 0.3977, 0.3558, 0.2614, 0.3569, 0.5155, 0.4652, 0.0869, 0.4539, -0.0543, -0.2128, -0.2568, -0.0532, -0.2984, 0.1754, -0.1817, 0.0308, 0.0680, -0.2906, -0.1492, -0.1820, -1.7012, 2.3299, -1.7387, -1.1742, 0.3915, 0.2767, 0.3940, -0.6525, 0.3863, 0.3474, 0.3857, 0.4965, 0.5861],
  "orbital_gap_ev": 6.01,
  "largest_force_ha_per_bohr": 0.008,
  "spin_multiplicity": 1,
  "e_tot_ha": -8445.1390,
  "charge": -1
}